No. 1
C3H4OSi | ωB97M-V/def2-TZVPD

Output
LUMO energy: -0.067 eV
E_tot: -481.37279 a.u.
Relative energy (zero: lowest compared OMol25 entry of this formula, charge and spin): 0.0 kJ/mol
SMILES: C#CC[SiH]=O
Largest force on an atom: 1.39 eV Å⁻¹
HOMO-LUMO gap: 10.045 eV

Element x y z (Å)
C (-0.324, 0.388, 0.656)
Si (0.909, -0.862, -1.486)
O (1.290, -0.779, -2.936)
C (-0.380, 0.157, 1.830)
C (-0.143, 0.540, -0.773)
H (0.319, 1.509, -0.975)
H (1.229, -1.883, -0.509)
H (-0.478, 0.001, 2.861)
H (-1.124, 0.549, -1.252)

No. 2
C44H103NO21P3S6 | ωB97M-V/def2-TZVPD

Output
LUMO energy: 1.299 eV
E_tot: -6785.94203 a.u.
Largest force on an atom: 3.12 eV Å⁻¹
Net charge: -1
HOMO-LUMO gap: 5.848 eV

Element x y z (Å)
C (1.953, -3.228, 1.020)
C (-9.381, 4.864, -1.781)
H (6.626, -8.614, 3.574)
H (-10.307, 7.511, 2.340)
C (2.098, -0.896, 2.494)
C (-12.925, 10.687, 1.492)
O (-3.347, 5.426, -10.680)
H (12.043, -8.158, 4.095)
H (3.787, 3.157, 2.005)
O (1.026, 0.029, 2.829)
C (-3.614, 7.994, -12.362)
H (-3.401, 10.562, -16.041)
H (12.970, -13.159, 6.822)
H (7.619, -7.329, 4.382)
C (-2.385, 1.048, -3.811)
H (10.454, -10.815, 10.846)
O (-12.505, 8.141, 1.086)
H (2.772, -0.695, 0.395)
H (-4.420, 9.157, -16.317)
S (-11.827, 9.401, 0.978)
H (11.431, -13.830, 6.213)
H (1.610, -2.890, -0.005)
H (-9.438, 8.607, 3.404)
C (-6.535, 5.290, -11.185)
H (-0.178, 3.885, 3.458)
C (11.319, -8.929, 3.709)
H (3.742, -2.779, 9.093)
H (-2.281, 3.700, -12.645)
C (-3.818, 0.839, -3.361)
C (1.317, -2.217, 2.077)
H (9.874, -7.625, 4.754)
C (-6.116, 3.832, -11.192)
O (-3.993, 3.473, -5.237)
H (-13.376, 10.406, 2.443)
H (1.501, -4.243, 1.184)
S (-2.578, 3.233, -5.237)
H (3.904, -2.985, 0.033)
C (0.706, -3.178, 3.194)
C (3.153, 2.315, 2.430)
H (2.308, -2.544, 7.521)
C (-5.467, 10.914, -15.601)
H (2.528, -0.259, 5.052)
C (3.890, -4.281, 10.700)
H (-12.362, 11.614, 1.588)
H (3.342, -3.055, 3.838)
C (0.866, 3.500, 3.419)
H (-6.764, 3.274, -11.870)
O (11.955, -11.511, 8.774)
H (-6.628, 6.790, -4.757)
O (-6.862, 4.431, -1.278)
O (9.758, -12.188, 7.858)
H (-8.250, 9.592, 1.402)
P (3.254, -0.916, 3.989)
H (-4.312, 6.266, -4.155)
C (8.828, -8.518, 2.949)
H (12.699, -10.046, 9.975)
C (3.030, -3.211, 9.856)
C (2.678, 1.402, 1.214)
H (10.557, -9.054, 10.623)
C (-0.589, -3.543, 5.362)
C (-6.416, 6.498, -3.727)
H (-1.332, 3.445, -11.155)
H (-1.889, 0.079, -3.893)
H (4.000, -3.847, 11.740)
C (-1.976, 3.420, -6.888)
H (9.264, -7.913, 2.107)
O (-2.319, 1.654, -5.111)
S (-7.728, 5.488, -1.706)
O (-5.933, 8.920, -13.108)
H (-6.361, 10.362, -15.304)
C (5.401, -6.734, 2.220)
O (-3.882, 9.553, -14.343)
H (-9.676, 4.580, -0.771)
H (1.529, -4.056, 6.950)
H (-13.694, 10.794, 0.728)
H (2.044, -4.965, 8.995)
C (6.990, -6.721, 2.354)
H (-1.858, -2.257, 6.681)
H (9.528, -9.419, 4.892)
P (-2.235, -0.517, 0.576)
C (-4.254, 10.005, -15.648)
H (5.605, -4.501, 2.585)
O (-7.532, 5.715, -3.284)
C (3.542, -3.349, 1.049)
H (-4.314, 1.793, -3.175)
H (-4.394, 0.319, -4.129)
H (-6.224, 3.384, -10.201)
H (-10.036, 5.647, -2.157)
C (-9.824, 8.490, 2.390)
C (2.961, -0.140, 1.370)
O (-10.783, 9.538, 2.192)
H (4.071, -0.262, 1.572)
C (11.842, -10.189, 9.314)
H (-2.137, 4.455, -7.188)
H (1.241, -2.359, 5.224)
C (-1.038, -3.025, 6.783)
C (-5.124, 5.703, -3.688)
H (-0.913, 3.186, -6.903)
O (11.380, -10.911, 6.440)
C (1.451, -3.253, 7.746)
C (0.120, -2.388, 7.654)
H (11.630, -9.933, 4.126)
H (9.686, -10.057, 9.457)
H (1.615, 1.672, 0.987)
H (-2.469, 2.182, -11.707)
O (-4.778, 7.252, -14.579)
H (3.138, -5.597, 0.915)
H (8.596, -9.579, 2.633)
H (-3.397, 0.138, 1.106)
C (9.827, -8.598, 4.184)
H (-7.893, 7.869, 1.654)
H (-6.334, 7.417, -3.141)
H (-4.832, 5.478, -2.660)
H (3.281, 1.745, 0.310)
C (1.744, -3.885, 9.178)
C (-8.677, 8.586, 1.403)
H (3.390, -5.285, 10.767)
O (-4.777, 3.669, -11.678)
H (-2.683, 7.624, -12.789)
H (0.202, 0.191, 0.584)
H (11.919, -9.441, 8.520)
H (-4.069, 7.229, -11.737)
H (4.727, -5.064, 0.258)
H (7.438, -6.860, 1.330)
H (-0.162, -1.489, 4.479)
H (4.055, -2.700, 1.808)
H (-9.012, 8.377, 0.387)
H (-9.399, 3.993, -2.434)
O (-11.183, 9.810, -0.235)
O (-1.696, 3.925, -4.342)
H (2.675, -2.370, 10.519)
H (0.393, -1.375, 7.218)
H (4.056, -5.292, 3.300)
N (3.741, -2.360, 4.475)
S (11.100, -11.876, 7.463)
H (-0.213, -2.173, 8.717)
H (4.937, -7.418, 2.992)
C (7.435, -7.852, 3.391)
H (-2.531, 2.752, -7.543)
H (4.909, -4.394, 10.223)
H (0.058, -4.470, 5.489)
O (0.115, -1.792, 1.369)
H (-6.349, 5.751, -12.158)
H (-3.848, 0.256, -2.439)
C (4.785, -5.256, 2.444)
H (11.876, -14.052, 7.927)
O (-3.722, 3.261, -9.474)
C (4.000, -4.885, 1.117)
H (7.354, -5.724, 2.739)
O (-2.458, -2.036, 0.448)
S (-4.737, 8.365, -13.672)
H (-0.770, 1.168, 2.247)
H (-5.970, 5.858, -10.444)
S (-3.559, 4.006, -10.689)
C (1.914, 3.016, 3.069)
P (-0.404, -0.187, 1.839)
H (-0.250, -3.607, 2.758)
C (11.934, -13.384, 7.070)
H (3.790, 1.800, 3.196)
H (-3.441, 8.897, -11.779)
C (0.330, -2.495, 4.565)
H (0.854, -3.848, 9.874)
H (5.087, -7.092, 1.192)
C (10.561, -10.017, 10.108)
H (-5.239, 4.751, -4.207)
H (-1.970, -0.031, -0.764)
H (-1.284, -0.602, 2.905)
H (-1.463, -3.863, 4.728)
O (-7.745, 6.764, -1.049)
H (-7.596, 5.383, -10.945)
H (-5.323, 11.713, -14.871)
H (11.416, -8.962, 2.579)
H (4.457, -0.162, 3.724)
H (1.401, -4.063, 3.347)
C (-2.283, 3.253, -11.652)
H (-5.653, 11.357, -16.582)
H (-1.469, -3.884, 7.389)
H (-1.824, 1.636, -3.082)